Record 1
The following is a quantum chemistry calculation of the molecule ClHNO3P at a distorted geometry, from the Open Molecules 2025 dataset.

Calculated values
HOMO energy (spin up / spin down) (Eh): -0.3466 / -0.3468
E_LUMO (spin up / spin down) (Ha): -0.0879 / -0.0873
Electronic energy (hartree): -1082.52283
Energy above the lowest of the compared OMol25 structures with the same formula, charge and spin (eV): 1.829

The geometry in ORCA input format:
```
! wB97M-V def2-TZVPD RIJCOSX def2/J DEFGRID3
* xyz 0 1
Cl 2.021 1.358 0.285
P 1.168 -0.502 -0.287
O 1.967 -1.556 0.338
O -0.481 -0.391 0.693
O -1.013 1.133 -0.813
N -1.325 0.244 -0.050
H -2.338 -0.286 -0.167
*
```

Record 2
The following is a quantum chemistry calculation of a structure of composition ClHNOPS at a distorted geometry, from the Open Molecules 2025 dataset.

Calculated values
HOMO energy (spin up / spin down) (Eh): -0.3643 / -0.3643
E_LUMO (spin up / spin down) (Ha): -0.1264 / -0.1264
Electronic energy (hartree): -1330.24375
Energy above the lowest of the compared OMol25 structures with the same formula, charge and spin (eV): 2.689

The geometry in ORCA input format:
```
! wB97M-V def2-TZVPD RIJCOSX def2/J DEFGRID3
* xyz 0 1
Cl -2.327 1.053 1.005
S -1.686 1.352 -0.931
P 0.553 -0.054 -0.073
O 1.084 1.142 0.573
N 1.358 -1.448 0.058
H 1.019 -2.045 -0.632
*
```

Question: What is the energy above the lowest of the compared OMol25 structures with the same formula, charge and spin in the second record?
Answer: 2.689 eV

Question: Which of these has the lowest energy above the lowest of the compared OMol25 structures with the same formula, charge and spin?
Answer: ClHNO3P

Question: Which value of electronic energy does entry 2 give?
Answer: -1330.24375 hartree